Record 1
Formula: C16H34F5N2O11P2S
Source: OMol25
Level of theory: ωB97M-V/def2-TZVPD

Structure (XYZ):
```
71
Properties=species:S:1:pos:R:3:forces:R:3
C 0.2617 -2.9891 0.7078 -0.080 0.442 0.786
C -0.2903 -1.6445 1.2566 0.451 -1.420 -0.476
P -0.5150 -0.2861 0.0302 -0.991 0.824 0.316
C -0.6810 -1.1806 -1.6076 0.238 -0.130 0.743
C 1.0398 0.8090 -0.0258 0.162 -1.408 -0.522
C 1.6971 0.5410 1.3955 -0.440 1.025 1.824
O 0.9878 0.9520 2.3456 -0.151 0.000 -0.818
O 2.7715 -0.0411 1.4468 0.258 -0.749 -0.768
N 0.5538 2.2002 -0.1952 0.239 0.314 -1.091
C -0.4229 2.4103 -1.2928 -1.141 1.047 -0.166
N -1.7992 2.5872 -0.8242 0.788 -0.315 -0.039
S 1.7185 3.3686 -0.3362 2.517 -0.116 -0.580
O 2.2169 3.5550 -1.6657 -1.321 0.309 -0.897
O 2.7846 3.2579 0.5919 -0.700 -0.408 1.622
C 0.9420 5.0222 0.0926 0.415 -0.730 0.718
F 0.1771 5.5058 -0.8842 -0.741 -0.175 -0.188
F 1.9939 5.8337 0.1885 0.540 0.355 -0.160
C 0.2446 5.0697 1.4842 -0.980 0.820 -0.607
F -0.6550 6.0865 1.4392 -0.150 0.153 -0.046
F -0.4239 3.9806 1.7678 0.020 -0.487 0.108
F 1.0843 5.3631 2.4436 0.628 -0.211 0.449
P 2.2853 0.2474 -1.2932 1.777 0.012 0.587
O 3.5830 0.8863 -1.1851 0.396 0.922 -0.126
O 1.7274 0.4656 -2.8296 -0.425 -0.631 0.722
O 2.5308 -1.3643 -1.1295 -1.142 0.562 -0.470
H -0.4916 -3.4349 0.0604 0.300 -0.181 -0.290
H 0.4004 -3.6611 1.5595 -0.064 -0.107 -0.047
H 1.2376 -2.8794 0.2401 -0.150 0.016 -0.261
H 0.2609 -1.3684 2.1524 0.100 0.551 -0.243
H -1.3017 -1.8831 1.5987 -0.116 0.354 -0.003
H -1.3850 -1.9924 -1.4184 -0.041 0.002 0.008
H 0.2420 -1.6328 -1.9674 -0.146 -0.048 -0.234
H -1.1527 -0.5183 -2.3295 0.239 0.059 -0.139
H -0.1756 3.3345 -1.8169 0.465 -0.158 0.010
H -0.3570 1.6542 -2.0692 0.164 -0.346 0.256
H -2.4393 2.0256 -1.3631 -0.207 0.034 0.188
H -2.0455 3.5640 -0.8528 -0.237 -0.022 -0.187
H 1.5554 -0.3897 -3.2372 -0.266 0.156 -0.254
H 2.3577 -1.8151 -1.9634 0.140 -0.417 0.173
C 4.2926 -4.1183 -0.2278 -0.014 0.192 0.084
O 3.4745 -4.3371 -1.3724 0.146 -0.200 -0.006
C 4.2077 -4.8112 -2.4874 -0.375 0.113 -0.004
C 4.0531 -6.3085 -2.6630 0.358 -0.052 -0.055
O 4.6306 -7.0292 -1.5849 -0.148 0.046 0.046
C 3.6739 -7.4647 -0.6359 0.042 -0.057 0.005
H 3.6414 -4.0141 0.6378 -0.073 0.087 -0.073
H 4.9766 -4.9528 -0.0543 -0.023 -0.031 -0.074
H 4.8617 -3.1926 -0.3467 0.000 0.005 0.054
H 5.2636 -4.5377 -2.4028 0.022 -0.058 0.016
H 3.8032 -4.3142 -3.3765 0.057 -0.027 -0.046
H 4.5829 -6.6133 -3.5717 -0.032 0.017 -0.023
H 2.9979 -6.5736 -2.7833 -0.026 0.047 0.040
H 3.1202 -8.3266 -1.0261 -0.070 0.023 0.037
H 2.9726 -6.6709 -0.3706 0.002 0.012 -0.024
H 4.2092 -7.7708 0.2619 0.049 -0.015 -0.041
C -3.4181 3.4467 1.7137 0.002 -0.094 0.213
O -4.2400 2.3665 1.2952 -0.234 0.240 0.072
C -4.9531 1.7680 2.3601 0.054 -0.142 -0.354
C -6.3926 2.2397 2.4066 0.032 0.041 0.364
O -6.4881 3.6239 2.7137 0.013 -0.005 -0.164
C -6.7011 4.4296 1.5709 -0.036 0.032 0.063
H -3.1218 4.0048 0.8329 -0.007 -0.013 -0.025
H -3.9491 4.1230 2.3902 -0.062 -0.056 0.019
H -2.5203 3.0662 2.2031 -0.018 0.015 -0.018
H -4.4539 1.9549 3.3156 -0.039 0.041 0.024
H -4.9464 0.6870 2.1844 -0.009 -0.013 0.058
H -6.9148 1.6994 3.2032 -0.004 -0.030 -0.024
H -6.8993 2.0187 1.4616 0.047 0.014 -0.041
H -7.7424 4.3456 1.2375 0.019 0.010 -0.086
H -6.0331 4.1575 0.7507 0.002 -0.027 0.008
H -6.5062 5.4645 1.8501 -0.021 -0.016 0.057
```
Forces are in eV/Å.

Properties
Net charge: -1
Frontier orbital gap, Ha: 0.2719
LUMO level, eV: 2.30
Spin multiplicity: 1
Highest occupied orbital energy, eV: -5.098

=====

Record 2
Formula: C8H14N2O4
Source: OMol25
Level of theory: ωB97M-V/def2-TZVPD

Structure (XYZ):
```
28
Properties=species:S:1:pos:R:3:forces:R:3
C -0.9432 0.3255 -1.6293 0.720 -0.178 -1.344
C 0.4953 0.4064 -0.9739 1.662 0.084 -0.122
C -0.8407 1.1626 -2.9356 0.398 -0.232 -0.077
C -0.1212 -0.9840 0.9895 -0.496 0.332 1.074
C -1.0552 -0.2952 1.9939 -1.143 -1.168 0.089
C 0.8814 -1.7962 1.8553 -0.167 -0.694 -1.599
C 1.9483 -0.7385 2.2100 -1.139 -0.905 0.075
C 2.1090 -0.0233 0.8906 -0.399 0.666 -0.569
H -2.8153 0.9990 -1.3195 -0.429 0.298 -0.267
H -1.7681 1.3089 -0.0377 -0.825 -0.710 -1.113
H -1.1071 -0.6933 -2.0041 0.408 -0.337 0.250
H -0.0154 0.6997 -3.4977 -0.183 0.525 -0.007
H -0.6152 2.1698 -2.6486 0.520 0.585 0.036
H -2.1224 0.5117 -4.2779 -0.020 0.218 0.162
H -0.7194 -1.5052 0.2320 0.100 -0.238 0.598
H 0.3143 -2.3171 2.6325 0.516 0.143 0.067
H 1.3548 -2.5359 1.1516 -0.369 0.405 0.843
H 1.5953 -0.1037 3.0480 0.336 -0.134 -0.581
H 2.8558 -1.2315 2.4657 0.764 -0.223 0.534
H 2.8507 -0.4444 0.1607 -0.992 -0.083 0.610
H 2.4521 0.9806 1.0751 0.060 0.559 -0.212
H -0.0912 1.2579 1.5935 -1.291 -0.303 0.816
N -2.0570 0.6284 -0.7835 1.084 0.944 2.264
N 0.6841 0.0152 0.3680 1.575 0.810 -1.963
O 1.4988 0.8054 -1.5887 -2.249 -0.495 0.736
O -2.0046 1.3135 -3.7490 -0.038 -0.879 0.522
O -1.8818 -0.9281 2.5985 0.212 0.317 -0.034
O -0.8818 1.0120 2.1804 1.386 0.693 -0.787
```
Forces are in eV/Å.

Properties
Frontier orbital gap, Ha: 0.3736
LUMO level, eV: 0.52
Spin multiplicity: 1
SMILES: N[C@@H](CO)C(=O)N1CCC[C@H]1C(=O)O
Highest occupied orbital energy, eV: -9.643

=====

Record 3
Formula: C28H32N8O3
Source: OMol25
Level of theory: ωB97M-V/def2-TZVPD

Structure (XYZ):
```
71
Properties=species:S:1:pos:R:3:forces:R:3
C 6.9394 -4.2660 0.6151 -0.091 -0.359 -0.062
H 6.6048 -4.6526 -0.3495 0.064 0.006 0.081
H 6.5437 -4.9053 1.4069 0.064 0.028 -0.069
H 8.0248 -4.2324 0.6582 -0.051 0.004 0.000
O 6.4988 -2.9281 0.7921 -0.154 0.401 0.047
C 5.1551 -2.7509 0.7359 0.411 -0.021 0.032
O 4.3683 -3.6415 0.5562 -0.207 -0.197 -0.048
N 4.8867 -1.4279 0.9170 0.452 0.343 0.088
C 3.6510 -0.7803 0.9136 -0.331 -0.017 -0.030
C 3.6346 0.6033 1.0916 0.091 -0.134 -0.016
C 2.4428 1.2953 1.0849 -0.141 -0.127 -0.024
C 1.2370 0.6235 0.8954 0.421 -0.272 0.019
C 1.2608 -0.7592 0.7342 0.008 0.315 0.021
C 2.4482 -1.4605 0.7419 0.077 -0.179 -0.007
H 2.4552 -2.5302 0.6162 -0.010 -0.039 0.005
H 0.3271 -1.2836 0.6108 -0.068 -0.054 -0.030
C -0.0296 1.3589 0.8503 -0.725 0.047 -0.169
N -1.0618 0.7551 0.2821 0.291 -0.188 -0.022
C -2.1675 1.4966 0.2220 0.250 0.838 0.566
N -3.3449 1.1896 -0.3679 0.271 0.291 0.274
N -4.2059 2.2142 -0.2456 -0.611 0.526 -0.001
C -3.6172 3.1738 0.4197 -0.086 -0.036 -0.074
C -2.2991 2.8048 0.7693 0.141 -0.732 -0.183
C -1.1367 3.3166 1.4022 0.093 -0.184 -0.300
N -0.0285 2.5788 1.3876 0.038 0.213 0.201
N -1.0380 4.5381 1.9749 0.037 0.024 -0.027
C -2.1550 5.3127 2.4601 -0.235 0.078 0.358
H -3.0895 4.9450 2.0498 0.022 0.063 0.006
H -2.0102 6.3568 2.1596 -0.101 -0.072 0.003
C -2.2009 5.2305 3.9946 -0.229 0.014 -0.262
O -0.9908 5.6588 4.5701 -0.023 0.137 0.072
C 0.0937 4.8832 4.1065 0.237 -0.063 -0.294
H 0.9854 5.2896 4.5853 -0.003 -0.085 -0.047
C 0.2093 4.9578 2.5814 0.311 0.033 0.383
H 1.0021 4.3029 2.2253 -0.023 0.202 0.071
H 0.4031 5.9927 2.2799 0.023 -0.050 0.026
H -0.0372 3.8329 4.4080 0.032 0.067 -0.013
H -2.9785 5.8853 4.3911 -0.020 -0.082 -0.048
H -2.4129 4.1909 4.2922 -0.014 0.081 -0.028
H -4.1563 4.0849 0.5913 -0.115 0.130 0.022
C -3.8287 0.0551 -1.1301 -0.328 -0.604 -0.446
C -3.9085 -1.2447 -0.3238 0.207 0.088 0.092
C -2.5736 -1.9785 -0.2456 -0.208 -0.108 0.244
N -2.0771 -2.2332 -1.5873 0.044 -0.109 0.044
C -0.9286 -3.1219 -1.5979 -0.053 -0.038 0.084
C -0.6399 -3.6107 -2.9886 0.075 -0.088 -0.174
C 0.6594 -3.7166 -3.4728 -0.268 0.091 0.305
N 0.9583 -4.1539 -4.6834 0.488 -0.080 -0.247
C -0.0326 -4.5079 -5.4828 -0.183 -0.069 -0.175
C -1.3675 -4.4424 -5.1112 0.023 0.023 0.092
C -1.6727 -3.9870 -3.8406 0.165 -0.027 -0.019
H -2.6942 -3.9081 -3.4996 -0.099 0.025 0.027
H -2.1450 -4.7406 -5.7981 -0.044 -0.029 -0.068
H 0.2612 -4.8564 -6.4645 -0.073 -0.039 -0.103
H 1.5043 -3.4368 -2.8554 0.018 0.083 0.149
H -0.0238 -2.6449 -1.1835 -0.037 -0.070 0.008
H -1.1688 -3.9876 -0.9698 0.054 0.107 0.051
C -1.7740 -0.9673 -2.2372 0.014 0.205 -0.328
C -3.0593 -0.1719 -2.4360 0.182 0.051 0.140
H -3.7119 -0.7322 -3.1078 -0.020 0.000 -0.037
H -2.8319 0.7888 -2.9012 -0.071 0.027 -0.035
H -1.3293 -1.1773 -3.2136 -0.029 0.050 0.040
H -1.0546 -0.3817 -1.6446 -0.044 -0.156 -0.195
H -2.7248 -2.9375 0.2584 0.022 0.033 -0.012
H -1.8616 -1.3805 0.3418 -0.093 -0.204 -0.025
H -4.6311 -1.8934 -0.8217 -0.027 -0.020 0.005
H -4.2733 -1.0330 0.6829 -0.079 0.013 -0.007
H -4.8496 0.3696 -1.3800 0.278 -0.077 0.076
H 2.4307 2.3659 1.2143 0.022 0.077 0.019
H 4.5666 1.1334 1.2304 0.095 0.062 0.005
H 5.6993 -0.8410 1.0500 -0.127 -0.164 -0.035
```
Forces are in eV/Å.

Properties
Frontier orbital gap, Ha: 0.3106
LUMO level, eV: 0.45
Spin multiplicity: 1
SMILES: COC(=O)Nc1ccc(-c2nc(N3CCOCC3)c3cnn(C4CCN(Cc5cccnc5)CC4)c3n2)cc1
Highest occupied orbital energy, eV: -8.006

=====

Record 4
Formula: C7H13N
Source: OMol25
Level of theory: ωB97M-V/def2-TZVPD

Structure (XYZ):
```
21
Properties=species:S:1:pos:R:3:forces:R:3
C 2.3572 -0.6867 0.0822 -0.312 -0.388 0.280
C -0.4468 -0.8268 -0.3205 2.934 -0.140 -3.637
C 1.1310 -0.1866 -0.6360 -2.312 0.941 -0.243
N -0.3549 -1.8991 0.5099 0.373 -2.133 2.423
C -1.4313 -0.7011 -1.2308 0.508 0.357 0.296
C 1.2230 0.7805 -1.5527 -0.308 -0.004 0.339
H -0.4162 -2.8849 0.2934 -0.196 0.473 -0.622
H -0.5475 -1.7512 1.4928 0.022 0.191 -0.301
H 2.2840 -0.5108 1.1608 -0.074 -0.208 -0.052
H 2.5120 -1.7582 -0.0861 -0.150 0.104 0.191
H 3.2736 -0.1834 -0.2507 -0.424 0.090 -0.169
H -1.6644 0.2243 -1.7369 0.667 -0.073 -0.618
H -2.0168 -1.5624 -1.5262 -0.692 0.127 0.859
H 0.3369 1.1725 -2.0475 0.178 -0.118 0.026
H 2.1603 1.2772 -1.7930 -0.030 -0.255 0.013
C -1.0015 1.1214 1.4831 2.756 0.342 -0.214
C -1.9129 1.9852 1.0491 -0.176 -0.591 0.145
H -2.2752 2.7930 1.6776 -0.360 -0.412 0.201
H -0.6187 1.1386 2.4991 -0.294 0.511 0.278
H -0.1878 0.5864 0.8438 -2.603 0.883 1.116
H -2.4041 1.8722 0.0884 0.492 0.303 -0.312
```
Forces are in eV/Å.

Properties
Frontier orbital gap, Ha: 0.3370
LUMO level, eV: 0.89
Spin multiplicity: 1
SMILES: C=C(C)C(=C)N.C=C
Highest occupied orbital energy, eV: -8.277

=====

Record 5
Formula: C4H12S2
Source: OMol25
Level of theory: ωB97M-V/def2-TZVPD

Structure (XYZ):
```
18
Properties=species:S:1:pos:R:3:forces:R:3
S 1.2498 -1.9203 -2.3727 0.465 -0.967 -0.747
C 2.4988 -1.6089 -1.1083 -0.187 1.114 0.634
C -0.1385 -0.9488 -1.8241 -0.525 0.333 0.556
H 3.3861 -2.2641 -1.1055 -0.696 0.044 -0.438
H 2.0269 -1.6514 -0.1122 0.254 -0.039 -0.325
H 2.8270 -0.5731 -1.2981 0.169 -0.378 0.410
H 0.1458 0.0820 -1.5533 -0.079 -0.378 -0.132
H -0.6310 -1.4175 -0.9556 0.207 0.293 -0.358
H -0.8597 -0.9074 -2.6576 0.383 -0.059 0.277
S -0.6627 0.1906 1.5521 -0.720 -0.877 0.083
C -2.4580 0.6204 1.3619 0.369 0.888 0.466
C 0.1466 1.7882 1.5155 -0.157 0.867 -0.439
H -2.7234 1.1039 2.3171 -0.207 -0.160 -0.477
H -3.1316 -0.2384 1.2032 0.783 0.117 0.075
H -2.6139 1.3455 0.5454 0.153 -0.365 0.246
H 0.4298 2.0230 0.4757 -0.057 0.088 0.441
H 1.0549 1.8096 2.1409 -0.500 -0.268 -0.201
H -0.5469 2.5667 1.8756 0.345 -0.253 -0.068
```
Forces are in eV/Å.

Properties
Frontier orbital gap, Ha: 0.3323
LUMO level, eV: 0.85
Spin multiplicity: 1
SMILES: CSC.CSC
Highest occupied orbital energy, eV: -8.191

=====

Record 6
Formula: C3H2O2S2
Source: OMol25
Level of theory: ωB97M-V/def2-TZVPD

Structure (XYZ):
```
9
Properties=species:S:1:pos:R:3:forces:R:3
C -1.1268 -0.6838 -0.0564 -1.143 -3.267 -0.071
C -1.1558 0.6624 0.1517 0.332 5.544 -0.245
C 1.8789 0.3151 -0.0821 3.597 -5.966 -2.461
O 1.8287 -0.3865 -1.0654 -7.199 1.764 -6.191
O 2.8057 -0.0171 0.5380 3.389 4.576 9.214
S -0.1852 -1.7609 0.6651 0.268 -0.227 0.027
S -0.0294 1.6769 0.8601 -0.438 -1.453 -1.146
H -2.0117 -0.9935 -0.6157 0.417 -0.432 -0.350
H -2.0045 1.1874 -0.3952 0.777 -0.538 1.223
```
Forces are in eV/Å.

Properties
Frontier orbital gap (spin up / spin down), Ha: 0.2207 / 0.2197
LUMO level (spin up / spin down), eV: -3.42 / -3.42
Spin multiplicity: 1
SMILES: S=CC=S.O=C=O
Highest occupied orbital energy (spin up / spin down), eV: -9.428 / -9.397

=====

- Number 5 is which compound?
  C4H12S2